Here is 2 unconnected molecules or ions with the total composition C2H4O2 in a non-equilibrium geometry from the Open Molecules 2025 dataset. Energies are from ωB97M-V/def2-TZVPD.

XYZ file:
```
8
Properties=species:S:1:pos:R:3:forces:R:3
O 0.674652 0.881872 0.185598 -0.2 0.1 0.2
C 0.076210 0.371596 -0.989295 -0.1 -0.1 -0.4
C -0.674861 -1.335270 1.623810 1.0 -0.5 0.9
O 0.152108 -1.689361 2.315233 -1.0 0.4 -0.8
H -0.026253 1.063487 0.821989 0.1 0.0 -0.1
H -0.751347 1.000267 -1.345861 0.1 -0.1 0.1
H 0.850584 0.359945 -1.759580 -0.1 0.0 0.1
H -0.301092 -0.652536 -0.851893 0.1 0.2 -0.1
```
Forces are in eV/Å.

Computed properties:
Gap between HOMO and LUMO ... 0.4252 hartree
Calculated total energy ... -229.05622 Eh
LUMO ... 1.04 eV
HOMO energy ... -10.5 eV

Calculated atomic charges, method natural (NBO), unit e:
1. O -0.7190
2. C -0.2500
3. C 0.4893
4. O -0.4909
5. H 0.4624
6. H 0.1640
7. H 0.1837
8. H 0.1605

***

Here is a molecular structure, C31H26N10O2S2Sc from the Open Molecules 2025 dataset. Energies are from ωB97M-V/def2-TZVPD.

XYZ file:
```
72
Properties=species:S:1:pos:R:3:forces:R:3
Sc 0.756898 0.116377 -0.418906 -0.2 0.0 -0.2
O -2.676945 2.164812 -2.308392 0.0 0.0 0.0
C -1.590356 1.848121 -1.807992 0.0 0.0 0.0
N -0.962518 0.665220 -1.804003 0.1 0.0 0.0
C -1.450299 -0.389296 -2.611622 0.0 -0.1 0.1
C -2.663314 -0.417341 -3.307230 0.0 0.1 0.0
C -3.038760 -1.534491 -4.042447 0.0 0.0 0.0
C -2.220059 -2.648219 -4.083364 0.0 0.0 0.0
C -1.002584 -2.632232 -3.417644 0.0 0.0 0.0
C -0.596601 -1.508822 -2.698750 0.1 -0.1 0.0
N 0.607961 -1.436292 -1.975444 0.0 0.2 0.1
C 1.646299 -2.208180 -2.330756 0.1 0.0 0.0
O 1.786659 -2.924517 -3.323827 0.0 0.0 0.0
C 2.770063 -2.204230 -1.319382 0.0 0.0 0.0
C 3.821660 -3.096166 -1.483352 0.0 0.0 0.0
C 4.789287 -3.174123 -0.501562 0.0 0.0 0.0
C 4.659389 -2.373330 0.623484 0.0 0.0 0.0
C 3.586087 -1.505236 0.699911 0.0 0.0 0.0
N 2.671170 -1.396875 -0.265710 0.0 0.0 0.1
C -0.830633 2.965444 -1.122992 0.0 -0.1 0.0
C -1.361020 4.251777 -1.160404 0.0 0.0 0.0
C -0.639897 5.283923 -0.595836 0.0 0.0 0.0
C 0.594045 4.998559 -0.027523 0.0 0.0 0.0
C 1.038699 3.689264 -0.030568 0.0 0.0 0.0
N 0.334948 2.682186 -0.551436 0.0 0.1 0.0
H -3.310925 0.440355 -3.262013 0.0 0.0 0.0
H -3.985734 -1.523523 -4.570132 0.0 0.0 0.0
H -2.512408 -3.530919 -4.640318 0.0 0.0 0.0
H -0.347326 -3.486305 -3.464556 0.0 0.0 0.0
H 3.826685 -3.705213 -2.375358 0.0 0.0 0.0
H 5.619905 -3.862730 -0.598078 0.0 0.0 0.0
H 5.366686 -2.420416 1.440510 0.0 0.0 0.0
H 3.450672 -0.874574 1.566344 0.0 0.0 0.0
H -2.318064 4.389390 -1.640979 0.0 0.0 0.0
H -1.023289 6.297018 -0.607778 0.0 0.0 0.0
H 1.211126 5.772878 0.408439 0.0 0.0 0.0
H 2.004784 3.442065 0.388546 0.0 0.0 0.0
C 2.065499 2.071794 3.560384 0.0 0.0 0.0
C 1.369670 1.493084 2.368156 0.0 0.0 0.1
N 1.957976 1.205195 1.263350 0.1 0.0 -0.1
N 3.293318 1.502650 1.168242 0.0 0.0 0.0
C 3.751534 1.533164 -0.069330 0.0 0.0 0.0
N 5.083460 1.859509 -0.150908 0.0 0.0 0.0
S 2.926457 1.299574 -1.556190 0.0 0.0 0.0
C -0.097425 1.316546 2.411762 0.0 0.0 0.0
C -0.830532 1.610654 3.552054 0.0 0.0 0.0
C -2.211458 1.484194 3.516202 0.0 0.0 0.0
C -2.822614 1.101379 2.340056 0.0 0.0 0.0
C -2.022273 0.828426 1.238396 0.1 0.0 0.0
N -0.697480 0.912206 1.279562 0.0 0.0 0.0
H 3.128740 2.154771 3.365449 0.0 0.0 0.0
H 1.905122 1.435100 4.433161 0.0 0.0 0.0
H 1.663113 3.061270 3.792406 0.0 0.0 0.0
H 5.606804 1.754431 0.703470 0.0 0.0 0.0
H 5.541965 1.607115 -1.008376 0.0 0.0 0.0
H -0.332470 1.924538 4.457042 0.0 0.0 0.0
H -2.799067 1.693268 4.401339 0.0 0.0 0.0
H -3.896168 1.002270 2.259894 0.0 0.0 0.0
H -2.441614 0.522975 0.290854 0.0 0.0 0.0
C -4.022501 -2.062727 -0.566294 0.0 0.0 -0.1
C -3.180272 -2.409048 0.620682 0.1 0.0 0.0
C -3.665425 -3.174024 1.672916 0.0 0.0 0.0
C -2.778413 -3.421510 2.710674 -0.1 0.0 0.0
N -1.530653 -2.991741 2.727914 0.0 0.0 -0.1
C -1.125349 -2.280773 1.647991 -0.1 0.0 0.1
S 0.512158 -1.760455 1.584357 0.1 -0.1 0.0
N -1.926880 -1.960578 0.613950 -0.1 -0.1 0.0
H -5.077782 -2.268233 -0.385108 0.0 0.0 0.0
H -3.691363 -2.637457 -1.434700 0.0 0.0 0.0
H -3.890022 -1.018683 -0.850156 0.0 0.0 0.1
H -4.680594 -3.546217 1.684940 0.0 0.0 0.0
H -3.097753 -3.997044 3.576986 0.0 0.0 0.0
```
Forces are in eV/Å.

Computed properties:
Gap between HOMO and LUMO ... 0.2405 hartree
Calculated total energy ... -3452.42312 Eh
LUMO ... 2.19 eV
Net charge ... -1
HOMO energy ... -4.4 eV

Calculated atomic charges, method Mulliken, unit e:
1. Sc -0.1631
2. O -0.8502
3. C 0.0765
4. N 0.4414
5. C 0.3250
6. C -0.3959
7. C -0.7986
8. C -0.7106
9. C -0.5163
10. C -0.1235
11. N 0.4033
12. C -0.0265
13. O -0.8043
14. C 0.2909
15. C -0.6665
16. C -0.4666
17. C -1.0116
18. C -0.3440
19. N 0.8760
20. C 0.5224
21. C -0.8223
22. C -0.3951
23. C -1.2035
24. C -0.0684
25. N 0.7407
26. H 0.4834
27. H 0.3363
28. H 0.3410
29. H 0.4500
30. H 0.5434
31. H 0.3940
32. H 0.4413
33. H 0.4839
34. H 0.5156
35. H 0.4147
36. H 0.4591
37. H 0.2931
38. C -2.3411
39. C 0.2999
40. N 2.2989
41. N -1.8613
42. C 0.2849
43. N -0.4652
44. S -0.4904
45. C 0.8118
46. C -0.8618
47. C -0.8223
48. C -1.0806
49. C -0.4153
50. N 1.2353
51. H 0.4069
52. H 0.4299
53. H 0.3762
54. H 0.2376
55. H 0.2550
56. H 0.4630
57. H 0.4004
58. H 0.5131
59. H 0.2805
60. C -0.9420
61. C 0.7895
62. C -0.8469
63. C -0.2713
64. N -0.5871
65. C 0.2727
66. S -0.4557
67. N 0.1101
68. H 0.4131
69. H 0.1125
70. H 0.1819
71. H 0.4112
72. H 0.3920

***

Here is 6 unconnected molecules or ions with the total composition C48H61ClF3IN9O8S2 in a non-equilibrium geometry from the Open Molecules 2025 dataset. Energies are from ωB97M-V/def2-TZVPD.

XYZ file:
```
133
Properties=species:S:1:pos:R:3:forces:R:3
C -1.074634 -6.479881 0.848667 -1.3 -0.8 -0.8
C -1.004105 -5.277443 0.815778 0.8 1.1 0.4
C -0.721982 -3.799364 1.005036 -0.4 -1.5 0.8
C -0.982882 -2.745869 -0.207902 0.9 0.1 2.1
C -0.442066 -1.490172 0.665075 1.2 0.3 0.8
C -0.634547 0.010123 0.421758 1.0 2.7 0.2
C -0.576424 0.895725 1.741994 -0.5 1.7 1.8
C 0.150607 0.584835 2.968755 -1.4 1.9 0.1
C 0.062029 1.510093 4.135542 -0.9 0.9 -1.1
C -0.697223 2.776276 4.106643 0.0 -1.5 -2.6
C -1.389819 3.127267 2.847814 1.2 -2.1 -0.1
C -1.322010 2.192068 1.727965 0.7 -0.6 0.8
C -2.571296 -2.627765 -0.527617 -1.7 -1.9 3.5
C -3.497601 -3.575110 0.435107 0.1 -2.3 -1.0
N -3.213916 -1.343076 -0.214781 0.6 0.7 -0.5
C -3.787455 -1.061489 1.094748 -2.7 -0.2 2.4
C -3.188423 -1.048328 2.536031 0.7 -1.1 0.7
O -4.996889 -0.859943 1.112470 1.5 0.1 -0.8
C -3.979871 -0.501958 -1.083600 -2.1 3.5 -1.8
C -5.309082 -0.779304 -1.938756 0.2 -1.9 1.2
O -3.821207 0.711207 -1.022696 1.1 -1.7 0.3
N -3.015639 -3.233016 -1.818423 -0.6 -0.5 -1.9
C -2.117054 -3.277281 -3.016641 -0.8 -0.3 -2.2
Cl -3.127663 -4.416645 -4.141238 0.8 -0.4 1.0
I -2.671322 -1.572176 -4.262326 0.7 0.9 0.4
C -0.649804 -3.791685 -2.757304 0.3 0.8 -1.3
C 0.326231 -3.721237 -4.054727 2.3 0.7 -0.7
N -0.276650 -3.442933 -5.342536 0.0 -0.5 -0.6
S -0.838912 -5.630460 -2.676524 -0.7 -6.6 5.8
O -2.056090 -6.148753 -1.993066 -0.2 3.2 -2.0
O 0.190126 -6.409218 -1.982252 1.0 2.6 -1.9
C -0.742593 -6.649920 -4.256696 0.7 -3.5 -3.4
F 0.549317 -7.111747 -4.511052 -1.7 1.6 0.9
F -1.439206 -7.820053 -4.017020 0.7 2.6 0.3
F -1.182124 -6.174958 -5.441566 0.2 0.1 1.4
C 0.063476 -2.989959 -1.478819 -1.5 1.0 -0.1
N 0.577679 -1.652199 -1.859585 0.3 0.4 -1.0
C 2.001252 -1.283946 -1.866521 5.0 1.7 0.9
C 2.738237 -0.314207 -0.820159 -1.4 -0.1 1.1
O 2.804151 -1.494400 -2.761413 -2.3 -1.2 0.1
C 0.117426 -0.735971 -2.879419 -1.0 4.2 -3.8
C -0.628434 0.678567 -2.660764 -0.7 -1.2 1.5
O 0.445969 -0.745534 -4.065179 0.3 -2.2 1.8
S 1.666144 -3.819294 -0.929652 4.5 -6.1 7.2
C 2.812927 -4.485998 -2.173050 1.4 -0.5 -2.4
O 2.446797 -3.127490 0.152235 -1.3 3.5 -3.3
O 1.602210 -5.087129 -0.124666 -2.6 0.6 -2.9
H -1.393304 -7.526855 0.637555 0.8 1.4 0.6
H 0.322446 -3.661779 1.426703 -1.0 -0.3 -1.1
H -1.324879 -3.520225 1.924492 0.4 0.0 -1.4
H 0.680319 -1.663384 0.696618 -1.3 0.1 -0.2
H -0.681650 -1.587531 1.768451 -0.3 -0.5 -1.5
H -1.515133 0.431820 -0.116336 0.5 -1.0 0.4
H 0.254955 0.443094 -0.136997 -1.0 -0.8 0.4
H 0.736545 -0.361829 3.045339 -0.5 1.0 0.1
H 0.579290 1.290082 5.109428 -0.5 0.0 -1.3
H -0.774826 3.488094 4.961177 0.3 -0.9 -0.7
H -1.971461 4.078492 2.698925 0.8 -1.1 0.4
H -1.880127 2.448942 0.784530 0.6 -0.3 1.1
H -4.580656 -3.412626 0.137506 1.2 0.4 0.7
H -3.294918 -3.544874 1.521059 -0.4 0.6 -0.8
H -3.372828 -4.685413 0.208720 0.4 1.3 0.1
H -2.751147 -0.067325 2.865705 0.0 -1.0 -0.8
H -4.004713 -1.245730 3.298816 0.5 0.3 -1.5
H -2.489112 -1.922777 2.709234 -0.3 1.4 -0.2
H -6.110716 -0.154172 -1.446571 1.1 -0.6 -0.6
H -5.186887 -0.530927 -3.018630 -0.1 -0.2 1.1
H -5.654192 -1.852913 -1.772456 0.2 1.0 -0.6
H -3.372878 -4.218578 -1.748991 1.1 0.1 0.9
H -3.897158 -2.837801 -2.220113 0.5 0.6 0.7
H 1.180306 -2.989503 -3.893851 -1.4 -0.5 0.5
H 0.958859 -4.659188 -4.175849 -1.2 0.6 0.6
H -0.073943 -2.521048 -5.732223 0.1 -0.2 0.7
H 0.093714 -4.102896 -6.036782 -0.5 0.3 0.4
H 2.731960 0.740190 -1.223416 0.0 -1.2 0.2
H 3.797263 -0.658995 -0.643615 -1.3 0.2 -0.6
H 2.251032 -0.301165 0.188132 0.3 0.1 -0.9
H -0.029889 1.378714 -2.023035 -0.7 -0.8 -0.2
H -0.859055 1.209465 -3.613110 0.6 -1.0 0.5
H -1.621492 0.384081 -2.228766 0.9 1.0 0.2
H 2.574517 -5.547199 -2.492977 -0.5 1.3 0.9
H 2.997938 -3.929062 -3.121045 -0.3 0.1 1.0
H 3.813816 -4.577242 -1.649567 -1.5 0.5 0.0
N -3.992337 3.125515 5.499194 0.0 0.0 0.0
C -3.669371 4.186509 6.301815 0.0 0.0 0.0
C -4.573251 4.228069 7.332424 0.1 0.1 0.0
C -5.473055 3.147648 7.148327 -0.1 -0.1 -0.1
C -5.087907 2.484329 6.011499 0.0 0.0 0.0
H -3.499956 2.858451 4.663097 0.0 0.0 0.1
H -2.826894 4.819320 6.069184 -0.1 0.0 0.0
H -4.586250 4.953413 8.131005 0.0 0.0 0.0
H -6.308435 2.885644 7.778661 0.1 0.0 0.0
H -5.498132 1.614613 5.523230 0.0 0.1 0.0
N 3.475997 -1.478215 -5.738623 0.0 -0.1 0.0
C 4.774669 -1.494390 -6.169527 0.0 -0.1 0.0
C 4.771864 -1.318318 -7.530236 0.1 0.0 0.1
C 3.419916 -1.184948 -7.936047 -0.2 0.0 0.0
C 2.644041 -1.284807 -6.809118 0.0 -0.1 0.0
H 3.177632 -1.590140 -4.783790 0.0 0.2 0.0
H 5.586413 -1.630836 -5.472748 0.0 0.0 -0.1
H 5.644504 -1.287315 -8.163681 -0.1 0.0 0.0
H 3.056774 -1.031978 -8.940530 0.0 0.0 0.1
H 1.574629 -1.235819 -6.676271 0.1 0.1 0.0
N -0.298477 7.050044 5.649961 0.0 0.0 -0.1
C 1.012105 7.112976 5.257792 0.0 -0.1 0.0
C 1.038346 7.340307 3.905212 0.1 0.0 0.1
C -0.307754 7.423269 3.464137 -0.2 -0.1 0.0
C -1.109683 7.243149 4.562910 -0.1 -0.1 0.0
H -0.616108 6.888449 6.590504 0.0 0.1 -0.1
H 1.809705 6.989739 5.973088 0.0 0.0 -0.1
H 1.925446 7.437842 3.299538 -0.1 0.1 0.0
H -0.649587 7.596575 2.455320 0.0 0.0 0.1
H -2.183644 7.235019 4.665486 0.1 0.0 0.0
N 1.634985 4.464151 0.605581 -0.1 -0.1 0.0
C 2.460569 5.327683 1.265448 0.1 -0.1 0.1
C 3.022921 6.169986 0.338429 0.1 0.0 0.1
C 2.509415 5.801032 -0.931547 -0.1 -0.1 -0.2
C 1.653310 4.747426 -0.734034 0.0 -0.1 0.0
H 1.095164 3.732582 1.040056 0.0 0.1 0.0
H 2.578277 5.268232 2.336064 -0.1 0.0 -0.1
H 3.723669 6.963261 0.549258 -0.1 0.0 0.0
H 2.740493 6.256821 -1.881756 0.0 0.0 0.1
H 1.058067 4.175832 -1.428798 0.0 0.1 0.0
N 5.534392 3.344449 1.715394 0.0 -0.1 0.0
C 6.419436 2.670998 0.918226 0.0 0.0 0.0
C 6.970788 1.656809 1.660145 0.0 0.0 -0.2
C 6.391629 1.717392 2.953304 -0.1 0.0 0.1
C 5.507652 2.766668 2.955718 0.0 0.1 0.0
H 4.986200 4.141914 1.432567 0.0 -0.1 0.0
H 6.581160 2.971786 -0.104744 0.0 0.0 0.1
H 7.707545 0.949426 1.312205 0.0 0.1 0.0
H 6.598925 1.065391 3.787705 0.0 0.1 0.0
H 4.864556 3.151866 3.731238 0.1 0.0 0.0
```
Forces are in eV/Å.

Computed properties:
Gap between HOMO and LUMO ... 0.1829 hartree
Calculated total energy ... -4813.30897 Eh
LUMO ... -4.65 eV
Net charge ... +1
HOMO energy ... -9.6 eV

Results of the Mulliken charge analysis, in e, for atoms 1 through 99:
1. C 0.2128
2. C -1.9012
3. C -1.9811
4. C 1.0749
5. C -1.9316
6. C 0.8673
7. C 0.1272
8. C 0.1031
9. C -1.3388
10. C -0.2637
11. C -0.8814
12. C -0.2933
13. C -0.6193
14. C -1.7207
15. N 1.4819
16. C 0.6042
17. C -0.7066
18. O -0.5546
19. C 0.1198
20. C -1.4727
21. O -0.4288
22. N 0.7659
23. C -2.8144
24. Cl 0.0237
25. I 0.2469
26. C 2.7650
27. C -1.0258
28. N -0.2251
29. S 1.2414
30. O -0.6791
31. O -0.5709
32. C 0.5627
33. F -0.2070
34. F -0.1724
35. F -0.1970
36. C 0.0800
37. N 1.6486
38. C -0.1115
39. C -1.3610
40. O -0.4702
41. C -0.5786
42. C -0.5662
43. O -0.3440
44. S 1.6898
45. C -0.9734
46. O -0.6963
47. O -0.6688
48. H 0.4259
49. H 1.0495
50. H 0.9782
51. H 0.8445
52. H 0.9254
53. H -0.8465
54. H 0.1631
55. H 0.4953
56. H 0.3174
57. H 0.4490
58. H 0.3003
59. H 0.3469
60. H 0.3922
61. H 0.5494
62. H 0.6431
63. H -0.1256
64. H 0.4221
65. H 0.0562
66. H 0.3747
67. H 0.2713
68. H 0.4223
69. H 0.7644
70. H 0.7942
71. H -0.6583
72. H 0.7344
73. H 0.2538
74. H 0.4174
75. H 0.4039
76. H 0.3677
77. H 0.0913
78. H 0.1442
79. H 0.3348
80. H -0.0230
81. H 0.2680
82. H 0.1862
83. H 0.4650
84. N 0.1593
85. C -0.0953
86. C -0.6290
87. C -0.4843
88. C -0.4944
89. H 0.1743
90. H 0.2302
91. H 0.3976
92. H 0.3895
93. H 0.3718
94. N 0.2010
95. C -0.4283
96. C -0.6205
97. C -0.6656
98. C -0.3560
99. H 0.3862

***

- Among the records above, which one has the highest LUMO?
  C31H26N10O2S2Sc

***

- Among the records above, which one has the lowest calculated total energy?
  C48H61ClF3IN9O8S2